Computed, not measured: a 3-piece molecular cluster, C21H28O7S3 overall, with ωB97M-V/def2-TZVPD.

Results
2S+1	1
gap between HOMO and LUMO	8.67	eV
HOMO level	-9.7	eV
SMILES	CCOCc1cc(S)cc2c1C(=O)C=CC2=O.O=S1(=O)CCCC1.O=S1(=O)CCCC1

Geometry as XYZ:
```
59
Properties=species:S:1:pos:R:3:nbo_charge:R:1
H 1.33 -5.15 3.20 0.17
S -1.10 5.39 -2.08 2.17
H 2.06 3.11 2.97 0.23
C 0.82 -4.33 2.61 -0.07
H -0.99 -3.14 2.59 0.21
O 1.45 -0.88 0.78 -0.51
H -2.88 2.33 -2.69 0.23
C -1.35 3.04 3.02 -0.67
O 1.63 -3.18 2.39 -0.53
C -0.58 -1.23 -0.48 -0.25
H 3.46 -4.21 1.97 0.18
C 0.07 -2.27 -2.71 0.54
H 0.99 3.93 1.83 0.21
O 0.13 -2.03 -3.89 -0.49
H 0.45 -4.82 1.66 0.17
C 2.74 -3.45 1.56 -0.10
S 3.07 -6.94 -2.60 -0.02
C -0.49 -3.81 3.34 -0.62
H -2.63 4.20 -0.70 0.25
C 2.87 -5.05 -0.53 -0.21
C 1.54 -4.48 -2.63 -0.19
O -1.69 1.69 0.77 -0.97
H 0.18 2.67 4.49 0.21
H -1.97 -1.36 -2.08 0.24
H -1.26 -0.72 0.24 0.26
C 0.87 -1.59 -0.01 0.56
H -1.08 3.25 -4.09 0.22
H -2.52 5.95 -3.88 0.24
C 0.71 1.78 1.89 -0.68
C -1.64 5.31 -3.78 -0.68
H -0.17 -3.22 4.23 0.22
H -0.84 5.66 -4.44 0.25
H 0.97 1.79 0.83 0.26
H -1.64 3.83 2.32 0.24
H 1.21 0.95 2.38 0.27
H -1.21 -4.63 3.56 0.21
S -1.05 1.56 2.07 2.17
C -2.76 3.41 -2.74 -0.40
H -3.75 3.86 -2.75 0.21
C 2.34 -3.81 0.07 0.01
C 1.45 -2.90 -0.63 -0.13
O -1.29 0.41 2.92 -0.94
H 1.20 -4.73 -3.67 0.25
H -2.59 3.70 -4.90 0.22
C 2.45 -5.38 -1.90 -0.15
C -1.97 3.93 -1.52 -0.68
H 3.32 -2.49 1.48 0.22
H 0.03 4.37 4.04 0.23
H -1.23 3.20 -1.19 0.26
C 1.05 -3.27 -2.01 -0.10
H 3.56 -5.68 0.07 0.24
O -1.68 6.56 -1.46 -0.94
H 2.14 -7.86 -2.16 0.15
O 0.32 5.13 -2.03 -0.95
C 1.04 3.12 2.56 -0.40
H -2.14 2.87 3.74 0.26
C 0.00 3.35 3.66 -0.41
C -1.99 3.84 -3.99 -0.41
C -0.94 -1.58 -1.74 -0.26
```